Formula: C60H124Cl4N7O15
Source: the OMol25 dataset
Level of theory: ωB97M-V/def2-TZVPD

```
210
Properties=species:S:1:pos:R:3:lowdin_spin:R:1
Cl 7.97 -2.53 0.38 0.00
Cl 6.58 -1.98 3.16 0.00
Cl 4.63 -3.64 -7.80 0.00
Cl -1.21 5.45 -6.82 0.00
O 9.17 10.22 -3.73 0.56
O -0.42 -10.60 0.17 0.61
O 4.99 -3.84 -6.40 0.00
O -8.64 -4.62 -8.97 0.57
O 3.25 -4.08 -8.00 0.00
O -0.37 4.71 -7.74 0.00
O -2.18 4.54 -6.35 0.00
O -1.85 6.57 -7.43 0.00
O 6.38 5.68 5.84 0.56
O -4.60 -5.08 7.83 0.57
O 5.43 -4.47 -8.64 0.00
O 4.74 -2.29 -8.22 0.00
O 0.57 -0.50 -0.28 0.00
O -6.91 2.61 2.74 0.59
O -0.47 5.92 -5.66 0.00
N -7.60 -5.59 -8.63 0.33
N -4.22 -5.37 9.21 0.35
N -8.11 2.53 1.87 0.33
N 8.72 10.56 -5.10 0.37
N 0.55 -9.69 0.78 0.32
N 6.11 6.96 5.24 0.35
N 0.87 0.23 -3.12 0.00
C 8.96 -2.42 1.92 0.00
C -1.77 -4.98 8.95 0.02
C 2.87 -9.42 1.79 0.00
C -10.24 1.67 0.07 0.00
C 4.01 6.02 4.16 0.00
C 10.35 12.49 -5.34 0.00
C -4.46 -4.83 11.69 0.00
C 7.43 11.36 -7.61 0.00
C -7.66 -5.44 -6.10 0.02
C -5.57 -6.02 -7.29 0.00
C -2.64 -6.29 10.91 0.00
C -9.22 2.68 -0.33 0.00
C 6.42 9.43 5.29 0.00
C -7.18 4.06 0.13 0.00
C 7.47 9.90 -7.18 0.00
C 7.61 9.71 -5.66 0.02
C 8.64 12.14 -7.07 0.00
C 7.84 8.18 -5.56 0.00
C -4.71 -4.40 10.22 0.02
C 1.61 -7.48 0.93 0.00
C -6.99 1.50 -0.25 0.01
C 8.33 8.00 4.69 0.02
C 5.76 9.48 3.88 0.00
C 7.48 8.13 6.99 0.00
C 8.22 -1.44 2.82 0.00
C -9.61 1.91 3.82 0.00
C -6.89 -5.23 -7.43 0.02
C 2.58 -11.03 -0.06 0.01
C 0.92 -8.32 -1.37 0.01
C 7.90 12.95 -4.86 0.01
C 8.88 11.99 -5.54 0.02
C -6.53 -7.88 -8.66 0.00
C 0.35 -0.68 1.18 0.00
C -6.42 -3.77 -7.43 0.00
C 1.51 0.51 -0.68 0.00
C -7.80 2.64 0.43 0.02
C -2.87 -5.96 9.40 0.02
C -9.16 1.57 2.35 0.02
C 3.05 1.33 -2.51 0.00
C 5.22 6.93 4.05 0.02
C 1.64 -11.29 2.32 0.00
C 5.90 6.50 2.70 0.02
C 2.02 0.26 -2.09 0.00
C -9.01 -7.64 -8.25 0.01
C -5.75 -7.55 -7.42 0.00
C 4.65 8.37 3.88 0.00
C -2.94 -5.31 11.94 0.00
C -2.73 -7.30 8.65 0.00
C -8.04 -7.29 -10.44 0.00
C 0.54 -8.33 0.12 0.02
C -10.45 1.69 1.58 0.00
C -0.76 -7.60 0.38 0.00
C -6.28 -4.22 10.23 0.00
C 7.07 8.03 5.51 0.02
C 6.29 9.88 -4.94 0.02
C -7.82 -7.04 -8.96 0.02
C 1.88 -10.34 1.10 0.02
C 2.98 -8.13 1.07 0.00
C -4.06 -3.03 10.09 0.02
C -8.70 0.18 2.36 0.01
H 6.51 7.31 2.29 0.00
H 6.22 9.61 -3.89 0.00
H 5.99 10.92 -5.08 0.00
H -10.03 2.91 3.82 0.00
H -5.13 -5.93 -6.30 0.00
H -8.02 -8.36 -10.63 0.00
H -7.11 -2.95 -7.22 0.00
H -6.18 -8.10 -6.58 0.00
H -7.35 4.41 -0.89 0.00
H -5.87 -7.91 -9.52 0.00
H -9.85 0.72 -0.30 0.00
H -1.76 -7.76 8.45 0.00
H 4.14 8.44 2.92 0.00
H 2.39 0.56 -0.05 0.00
H -0.52 -1.34 1.14 0.00
H 1.73 -6.46 0.54 0.00
H -6.60 -3.92 9.23 0.00
H -1.42 -4.27 9.70 0.00
H 5.57 9.32 -5.54 0.00
H 7.95 7.91 -4.51 0.00
H -9.04 2.43 -1.37 0.00
H -6.79 -5.19 10.29 0.00
H -4.75 -7.96 -7.56 0.00
H 8.64 -1.21 3.80 0.00
H -9.34 -8.58 -8.69 0.00
H 1.13 -1.24 1.70 0.00
H -6.83 -8.91 -8.49 0.00
H 8.11 8.99 7.24 0.00
H -4.62 -2.32 10.70 0.00
H -7.52 4.73 0.93 0.00
H -5.89 -3.52 -8.35 0.00
H 6.51 9.50 -7.53 0.00
H 1.04 1.49 -0.67 0.00
H 11.12 11.80 -5.70 0.00
H -8.22 -0.13 1.43 0.00
H -1.55 -8.20 -0.08 0.00
H 8.36 13.17 -7.26 0.00
H -2.99 -2.94 10.30 0.00
H 6.39 9.56 2.99 0.00
H -2.92 -5.81 12.91 0.00
H 4.40 5.01 4.10 0.00
H 3.64 6.16 5.18 0.00
H -10.50 1.35 4.12 0.00
H -5.09 -5.68 11.94 0.00
H 9.07 -3.42 2.34 0.00
H 1.30 -0.06 -3.98 0.00
H 6.56 11.86 -7.19 0.00
H 7.88 12.69 -3.80 0.00
H 3.23 -11.76 0.42 0.00
H -7.40 0.50 -0.36 0.00
H 2.67 -9.10 2.81 0.00
H -7.20 -6.84 -10.97 0.00
H -6.69 -3.58 11.00 0.00
H -2.16 -4.55 11.99 0.00
H 5.53 9.51 5.93 0.00
H 3.21 -10.31 -0.58 0.00
H -9.01 -6.94 -10.81 0.00
H 3.42 -8.23 0.08 0.00
H 5.21 10.42 3.84 0.00
H -9.87 -6.98 -8.23 0.00
H -8.76 1.91 4.50 0.00
H 2.45 -11.50 3.03 0.00
H -11.17 2.43 1.92 0.00
H 2.67 2.35 -2.42 0.00
H 8.20 -0.47 2.31 0.00
H -6.80 1.85 -1.26 0.00
H -9.50 3.74 -0.35 0.00
H 7.07 10.26 5.56 0.00
H -6.16 4.11 0.53 0.00
H -5.69 -3.66 -6.63 0.00
H 4.03 1.24 -2.03 0.00
H -3.42 -8.03 9.09 0.00
H -6.02 1.31 0.22 0.00
H 10.47 13.54 -5.58 0.00
H -7.23 -4.79 -5.34 0.00
H 9.11 8.71 4.97 0.00
H 8.22 13.99 -4.80 0.00
H 3.87 -9.84 1.86 0.00
H -0.98 -7.67 1.44 0.00
H -4.77 -4.05 12.38 0.00
H 3.86 8.60 4.59 0.00
H 3.21 6.20 3.45 0.00
H -11.05 0.79 1.70 0.00
H 0.52 1.17 -3.21 0.00
H 6.87 13.02 -5.20 0.00
H -0.86 -6.58 0.02 0.00
H 1.90 -11.63 -0.67 0.00
H 8.24 9.40 -7.76 0.00
H 1.01 -7.34 -1.86 0.00
H 3.21 1.25 -3.58 0.00
H -8.84 -7.87 -7.20 0.00
H -3.28 -7.14 11.14 0.00
H -7.98 0.13 3.18 0.00
H 0.78 -11.06 2.93 0.00
H -0.89 -5.56 8.68 0.00
H -9.54 -0.49 2.53 0.00
H 2.52 -0.71 -2.11 0.00
H 7.98 7.25 7.39 0.00
H 7.49 11.40 -8.70 0.00
H 1.26 -7.30 1.94 0.00
H -4.16 -2.65 9.07 0.00
H 10.47 12.39 -4.26 0.00
H 1.92 -8.69 -1.60 0.00
H -7.68 -6.51 -5.91 0.00
H 1.42 -12.26 1.86 0.00
H 0.11 0.22 1.75 0.00
H -1.59 -6.45 11.13 0.00
H 8.79 7.02 4.75 0.00
H 9.95 -2.06 1.66 0.00
H -11.26 1.90 -0.24 0.00
H 7.06 7.61 -6.07 0.00
H 8.15 8.19 3.63 0.00
H -2.06 -4.52 8.01 0.00
H 9.43 11.85 -7.76 0.00
H 0.23 -8.90 -1.98 0.00
H -8.68 -5.09 -6.25 0.00
H 0.16 -0.42 -2.81 0.00
H 3.65 -7.49 1.65 0.00
H 6.33 5.50 2.74 0.00
H -3.08 -7.11 7.64 0.00
H 6.53 8.24 7.52 0.00
H 8.79 7.94 -6.02 0.00
H 5.12 6.58 1.94 0.00
H -4.83 -5.61 -7.97 0.00
```

As for the charge: -1. As for the calculated total energy: -5711.95274 hartree. As for the spin multiplicity: 7. Its expectation value of S² is 12.03.